<w>
{
  "formula": "C19H32N2O5",
  "method": "ωB97M-V with the def2-TZVPD basis set",
  "charge": 0,
  "homo_lumo_gap_ha": 0.36551,
  "homo_energy_ev": -9.2,
  "smiles": "CCO[C@H]1CC[C@@H]1C(=O)N[C@@H]1C[C@H](C(=O)NC2(CCOC)CC2)C[C@H]1O",
  "elements": ["C", "C", "O", "C", "C", "C", "C", "C", "O", "N", "C", "C", "C", "C", "O", "N", "C", "C", "C", "O", "C", "C", "C", "C", "C", "O", "H", "H", "H", "H", "H", "H", "H", "H", "H", "H", "H", "H", "H", "H", "H", "H", "H", "H", "H", "H", "H", "H", "H", "H", "H", "H", "H", "H", "H", "H", "H", "H"],
  "xyz": [[0.7781, -2.4280, 0.1051], [0.5191, -3.1856, -1.1811], [-0.8674, -3.2115, -1.5114], [-1.3347, -2.0650, -2.1724], [-1.8440, -2.2101, -3.6199], [-3.0199, -1.2776, -3.2440], [-2.7495, -1.5965, -1.7647], [-2.7898, -0.4847, -0.7494], [-3.0451, 0.6772, -1.0324], [-2.4265, -0.8646, 0.4976], [-2.2190, 0.0777, 1.5769], [-1.2595, 1.2317, 1.2424], [-0.3868, 1.4454, 2.5200], [1.0415, 1.0476, 2.1882], [1.4904, -0.0626, 2.4069], [1.7717, 2.0207, 1.5681], [3.0089, 1.7162, 0.8988], [2.8568, 0.9124, -0.3737], [2.0264, 1.6298, -1.4349], [0.7833, 0.9692, -1.5874], [-0.0775, 1.6685, -2.4643], [4.0681, 2.7774, 0.9816], [4.2026, 1.5005, 1.7701], [-0.9963, 0.5327, 3.5865], [-1.5837, -0.6169, 2.7801], [-2.4599, -1.4803, 3.4782], [1.8399, -2.4383, 0.3572], [0.4640, -1.3862, 0.0197], [0.2347, -2.8894, 0.9314], [1.0890, -2.7527, -2.0111], [0.8205, -4.2288, -1.0824], [-0.6173, -1.2418, -2.0794], [-1.1801, -1.9085, -4.4290], [-2.1799, -3.2341, -3.7846], [-2.8126, -0.2288, -3.4513], [-4.0045, -1.5261, -3.6325], [-3.3153, -2.4658, -1.4227], [-2.2369, -1.8395, 0.6713], [-3.1877, 0.4909, 1.8876], [-0.6396, 0.9626, 0.3853], [-1.8075, 2.1288, 0.9646], [-0.3972, 2.4918, 2.8303], [1.2888, 2.8648, 1.3055], [3.8512, 0.6823, -0.7605], [2.3749, -0.0382, -0.1397], [1.8509, 2.6774, -1.1491], [2.5452, 1.6489, -2.4019], [-1.0441, 1.1703, -2.4541], [-0.2225, 2.7022, -2.1284], [0.3281, 1.6855, -3.4828], [4.7016, 2.9171, 0.1160], [3.8345, 3.6816, 1.5271], [4.0436, 1.5456, 2.8372], [4.9293, 0.7692, 1.4451], [-0.2677, 0.1899, 4.3182], [-1.8031, 1.0560, 4.1104], [-0.7633, -1.2481, 2.4324], [-3.2038, -0.9621, 3.8056]],
  "nbo_charge": [-0.643, -0.061, -0.542, 0.113, -0.419, -0.396, -0.333, 0.689, -0.648, -0.613, -0.069, -0.409, -0.314, 0.707, -0.632, -0.628, 0.106, -0.428, -0.058, -0.557, -0.257, -0.428, -0.397, -0.422, 0.094, -0.707, 0.220, 0.217, 0.208, 0.163, 0.186, 0.189, 0.203, 0.211, 0.219, 0.212, 0.228, 0.411, 0.189, 0.239, 0.231, 0.217, 0.394, 0.212, 0.244, 0.157, 0.170, 0.213, 0.167, 0.166, 0.216, 0.219, 0.229, 0.218, 0.238, 0.200, 0.202, 0.461]
}

=====

<x>
{
  "formula": "C19H32N2O5",
  "method": "ωB97M-V with the def2-TZVPD basis set",
  "charge": 0,
  "homo_lumo_gap_ha": 0.35514,
  "homo_energy_ev": -9.2,
  "smiles": "CCC[C@@H](N[C@@H](C)C(=O)N1[C@H](C(=O)O)C[C@@H]2CCCC[C@@H]21)C(=O)OCC",
  "elements": ["C", "C", "C", "C", "N", "C", "C", "C", "O", "N", "C", "C", "O", "O", "C", "C", "C", "C", "C", "C", "C", "C", "O", "O", "C", "C", "H", "H", "H", "H", "H", "H", "H", "H", "H", "H", "H", "H", "H", "H", "H", "H", "H", "H", "H", "H", "H", "H", "H", "H", "H", "H", "H", "H", "H", "H", "H", "H"],
  "xyz": [[-6.1776, -1.5841, 0.0402], [-4.8122, -1.3509, 0.6740], [-3.9505, -0.4259, -0.1814], [-2.5434, -0.2587, 0.4112], [-1.8830, -1.5399, 0.4763], [-0.4959, -1.5296, 0.9125], [-0.2090, -2.8229, 1.6846], [0.4233, -1.5090, -0.3060], [0.1491, -2.2531, -1.2534], [1.5278, -0.7588, -0.3185], [2.3004, -0.6315, -1.5623], [3.1785, -1.8827, -1.7934], [4.3787, -1.8439, -1.7433], [2.5052, -2.9845, -2.0501], [3.1329, 0.6393, -1.3981], [2.5106, 1.3499, -0.1958], [3.4267, 2.3230, 0.5411], [4.5185, 1.6152, 1.3372], [3.8996, 0.5989, 2.2897], [3.1389, -0.4570, 1.4959], [2.0182, 0.1830, 0.6703], [-1.8004, 0.7979, -0.4053], [-0.8849, 0.5801, -1.1585], [-2.2866, 2.0161, -0.1572], [-1.7342, 3.1077, -0.8984], [-2.3802, 3.2291, -2.2702], [-6.7804, -2.2378, 0.6655], [-6.0711, -2.0485, -0.9375], [-6.7089, -0.6428, -0.0843], [-4.2921, -2.3007, 0.7985], [-4.9393, -0.9075, 1.6634], [-4.4207, 0.5564, -0.2552], [-3.8594, -0.8388, -1.1890], [-2.6361, 0.1304, 1.4346], [-1.9219, -2.0153, -0.4234], [-0.3391, -0.6704, 1.5678], [0.8152, -2.8342, 2.0489], [-0.8927, -2.9028, 2.5247], [-0.3595, -3.6754, 1.0277], [1.5840, -0.5626, -2.3912], [1.5189, -2.8364, -1.9376], [4.1688, 0.3597, -1.2032], [3.1075, 1.2544, -2.2950], [1.6262, 1.8947, -0.5464], [3.8735, 3.0073, -0.1826], [2.8205, 2.9174, 1.2300], [5.2060, 1.1040, 0.6623], [5.0919, 2.3551, 1.8985], [4.6788, 0.1175, 2.8823], [3.2183, 1.1065, 2.9775], [3.8289, -0.9712, 0.8256], [2.7086, -1.2020, 2.1687], [1.2140, 0.5106, 1.3331], [-0.6543, 2.9560, -1.0001], [-1.9298, 3.9915, -0.2882], [-3.4572, 3.3394, -2.1703], [-1.9801, 4.0973, -2.7859], [-2.1691, 2.3405, -2.8602]],
  "nbo_charge": [-0.600, -0.394, -0.387, -0.141, -0.623, -0.121, -0.598, 0.745, -0.710, -0.422, -0.167, 0.789, -0.596, -0.685, -0.420, -0.209, -0.396, -0.401, -0.398, -0.420, -0.024, 0.796, -0.619, -0.511, -0.075, -0.635, 0.211, 0.202, 0.199, 0.216, 0.194, 0.216, 0.202, 0.211, 0.388, 0.196, 0.205, 0.220, 0.224, 0.239, 0.517, 0.239, 0.224, 0.212, 0.213, 0.199, 0.203, 0.211, 0.215, 0.190, 0.220, 0.210, 0.208, 0.193, 0.192, 0.212, 0.219, 0.223]
}

=====

<y>
{
  "formula": "C19H32N2O5",
  "method": "ωB97M-V with the def2-TZVPD basis set",
  "charge": 0,
  "homo_lumo_gap_ha": 0.31874,
  "homo_energy_ev": -9.0,
  "smiles": "CCCOc1ccc2nccnc2c1.COCCOC.COCCOC",
  "elements": ["C", "C", "C", "O", "C", "C", "C", "C", "N", "C", "C", "N", "C", "C", "H", "H", "H", "H", "H", "H", "H", "H", "H", "H", "H", "H", "C", "O", "C", "C", "O", "C", "H", "H", "H", "H", "H", "H", "H", "H", "H", "H", "C", "O", "C", "C", "O", "C", "H", "H", "H", "H", "H", "H", "H", "H", "H", "H"],
  "xyz": [[-3.1747, -2.3090, -5.6486], [-3.7049, -2.2657, -4.2102], [-3.1876, -1.0303, -3.5198], [-3.3955, -1.1209, -2.0901], [-2.4124, -0.5314, -1.3393], [-1.7251, -1.3634, -0.4261], [-0.7333, -0.8282, 0.3514], [-0.3942, 0.5399, 0.2576], [0.6193, 1.0196, 1.0304], [0.8559, 2.2960, 0.9073], [0.1311, 3.1272, 0.0386], [-0.8327, 2.7040, -0.7319], [-1.1032, 1.3716, -0.6275], [-2.1214, 0.8081, -1.4241], [-2.1135, -2.0799, -5.6593], [-3.3356, -3.2786, -6.0988], [-3.6738, -1.5501, -6.2446], [-3.3995, -3.1442, -3.6521], [-4.7882, -2.2533, -4.2722], [-2.1231, -0.9293, -3.7124], [-3.6950, -0.1405, -3.8860], [-2.0140, -2.3991, -0.3796], [-0.1913, -1.4429, 1.0531], [1.6520, 2.7179, 1.5017], [0.3871, 4.1758, -0.0034], [-2.6807, 1.4243, -2.1082], [4.4454, 1.2145, -3.0482], [4.3563, 0.7322, -1.7202], [3.0435, 0.3288, -1.3540], [2.8795, -1.1725, -1.4082], [2.9793, -1.6684, -2.7361], [4.2388, -2.2448, -3.0273], [5.5021, 1.3177, -3.2903], [3.9858, 0.5241, -3.7596], [3.9674, 2.1966, -3.1350], [2.2992, 0.8126, -1.9960], [2.8734, 0.6628, -0.3288], [1.8819, -1.4309, -1.0381], [3.6170, -1.6554, -0.7604], [4.3530, -3.2046, -2.5112], [5.0607, -1.5833, -2.7431], [4.2807, -2.4195, -4.1012], [-1.2285, 1.6686, 7.2424], [0.0100, 1.4466, 6.5929], [0.1935, 0.1026, 6.1740], [-0.0720, -0.0657, 4.6951], [-1.4377, 0.1581, 4.3771], [-1.6793, 1.4411, 3.8280], [-1.3530, 2.7447, 7.3525], [-2.0647, 1.2739, 6.6606], [-1.2294, 1.2109, 8.2376], [-0.4468, -0.5708, 6.7517], [1.2356, -0.1633, 6.3783], [0.1659, -1.0950, 4.4078], [0.5717, 0.6014, 4.1149], [-1.2779, 1.4999, 2.8140], [-1.2391, 2.2325, 4.4401], [-2.7579, 1.5868, 3.7847]],
  "nbo_charge": [-0.602, -0.416, -0.056, -0.521, 0.322, -0.235, -0.174, 0.060, -0.365, -0.009, 0.007, -0.378, 0.191, -0.294, 0.201, 0.216, 0.203, 0.209, 0.204, 0.177, 0.174, 0.231, 0.229, 0.199, 0.196, 0.232, -0.253, -0.552, -0.094, -0.089, -0.553, -0.253, 0.189, 0.178, 0.166, 0.172, 0.193, 0.188, 0.174, 0.166, 0.178, 0.189, -0.254, -0.552, -0.088, -0.090, -0.553, -0.252, 0.189, 0.179, 0.166, 0.173, 0.183, 0.182, 0.182, 0.167, 0.176, 0.189]
}

=====

Least stable of them? <y>.

=====

<w>
{
  "formula": "C4H2N2S",
  "method": "ωB97M-V with the def2-TZVPD basis set",
  "charge": 0,
  "homo_lumo_gap_ha": 0.26246,
  "homo_energy_ev": -8.9,
  "elements": ["C", "C", "C", "C", "N", "N", "S", "H", "H"],
  "xyz": [[1.3970, 1.5961, 0.1939], [-0.5960, -0.9194, 0.2416], [2.0683, 0.4948, -0.0842], [-1.6922, -0.5355, -0.3360], [0.7514, 2.5810, 0.3632], [0.4721, -1.3104, 0.6750], [2.0034, -1.0926, -0.1687], [-2.4820, -1.2449, -0.6169], [-1.9220, 0.4308, -0.2679]],
  "nbo_charge": [0.125, 0.432, -0.376, -0.602, -0.240, -0.644, 0.810, 0.252, 0.241]
}

=====

<x>
{
  "formula": "C4H2N2S",
  "method": "ωB97M-V with the def2-TZVPD basis set",
  "charge": 0,
  "homo_lumo_gap_ha": 0.27453,
  "homo_energy_ev": -8.1,
  "elements": ["C", "C", "C", "C", "N", "N", "S", "H", "H"],
  "xyz": [[-1.5470, 0.6219, -0.9313], [0.7405, -1.1164, 0.0789], [-1.2895, -0.6591, -0.6440], [0.0357, 1.1046, 0.5348], [-0.2735, -1.4885, -0.5466], [0.7260, 0.1472, 0.5637], [-2.5963, 0.2582, 0.4956], [-1.4211, 1.2241, -1.7537], [1.6296, -1.8700, 0.2595]],
  "nbo_charge": [-0.340, 0.309, 0.170, 0.357, -0.432, -0.618, 0.092, 0.242, 0.220]
}

=====

Least stable of them? <x>.